[1]
Formula: C34H28F2IrN5
Source: OMol25
Level of theory: ωB97M-V with the def2-TZVPD basis set

## Properties
⟨S²⟩ ... 8.82
Spin multiplicity ... 6
Relative energy (zero: lowest compared OMol25 entry of this formula, charge and spin) ... 0.0 kcal/mol
Charge ... +1
Kohn-Sham gap (alpha / beta) ... 6.1 / 5.7 eV
F_max ... 2.38 eV/A

Positions of all 70 atoms, in Å:
Ir  0.606  0.015  -0.357
C  -4.241  2.537  -0.809
C  -3.125  2.654  0.011
C  -2.257  1.596  0.155
C  -2.508  0.365  -0.487
C  -3.649  0.259  -1.307
C  -4.485  1.341  -1.470
N  -1.584  -0.624  -0.379
C  -1.846  -1.950  -0.356
C  -3.066  -2.543  0.004
C  -3.190  -3.923  0.022
C  -2.113  -4.740  -0.304
C  -0.888  -4.188  -0.646
C  -0.740  -2.802  -0.663
N  0.415  -2.161  -0.975
N  1.420  -2.804  -1.467
C  2.555  -2.152  -1.698
C  3.601  -2.803  -2.390
C  4.754  -2.114  -2.660
C  4.870  -0.790  -2.227
C  3.805  -0.213  -1.557
N  2.680  -0.856  -1.291
H  -4.913  3.370  -0.928
H  -2.938  3.578  0.537
H  -1.388  1.674  0.798
H  -3.818  -0.658  -1.853
H  -5.331  1.263  -2.136
H  -3.896  -1.925  0.306
H  -4.133  -4.367  0.306
H  -2.225  -5.814  -0.277
H  -0.044  -4.803  -0.906
H  3.448  -3.823  -2.704
H  5.562  -2.579  -3.201
H  5.770  -0.227  -2.401
H  3.869  0.813  -1.223
F  -1.558  1.402  -5.180
C  -0.792  1.755  -4.142
C  -0.604  0.854  -3.101
C  0.194  1.199  -2.027
C  0.808  2.470  -1.980
C  0.580  3.346  -3.050
F  1.134  4.569  -3.067
C  -0.218  3.012  -4.126
C  1.659  2.751  -0.826
C  2.379  3.927  -0.602
C  3.178  4.046  0.520
C  3.242  2.994  1.424
C  2.504  1.859  1.155
N  1.742  1.737  0.068
H  -1.088  -0.109  -3.171
H  -0.381  3.713  -4.927
H  2.328  4.743  -1.302
H  3.748  4.947  0.686
H  3.845  3.049  2.317
H  2.524  1.011  1.825
C  0.693  -1.777  4.778
C  -0.362  -0.908  4.083
C  -1.732  -1.599  4.125
C  -0.439  0.470  4.759
C  0.005  -0.706  2.688
C  0.360  -0.509  1.544
H  0.427  -1.906  5.825
H  1.673  -1.307  4.724
H  0.753  -2.756  4.309
H  -2.030  -1.745  5.162
H  -1.690  -2.569  3.632
H  -2.486  -0.993  3.625
H  -0.702  0.354  5.808
H  -1.192  1.091  4.279
H  0.521  0.979  4.698

***

[2]
Formula: C29H30N12OPd
Source: OMol25
Level of theory: ωB97M-V with the def2-TZVPD basis set

## Properties
Relative energy (zero: lowest compared OMol25 entry of this formula, charge and spin) ... 55.0 kcal/mol
Charge ... +4
Kohn-Sham gap ... 3.7 eV
F_max ... 3.55 eV/A

Positions of all 73 atoms, in Å:
Pd  2.273  -0.522  -1.041
C  -2.849  -3.647  -0.604
N  -1.538  -3.039  -0.586
C  -1.079  -1.886  -1.086
N  0.235  -1.805  -0.875
C  0.526  -2.973  -0.235
N  -0.525  -3.718  -0.058
C  -3.834  -3.133  0.418
C  -5.007  -3.896  0.638
C  -5.949  -3.513  1.585
C  -5.753  -2.378  2.347
C  -4.607  -1.583  2.105
C  -3.659  -1.972  1.133
C  -4.399  -0.365  2.812
N  -5.053  0.115  3.865
N  -4.542  1.233  4.195
C  -3.551  1.521  3.355
O  -3.426  0.512  2.466
C  -2.732  2.684  3.310
C  -2.761  3.628  4.362
C  -1.945  4.740  4.293
C  -1.123  4.935  3.190
C  -1.083  4.000  2.136
C  -0.201  4.309  0.949
N  0.247  3.147  0.219
C  1.406  2.485  0.281
N  1.374  1.469  -0.578
C  0.147  1.568  -1.155
N  -0.544  2.563  -0.678
C  -1.888  2.885  2.196
H  -2.677  -4.715  -0.412
H  -3.292  -3.548  -1.603
H  -1.684  -1.160  -1.593
H  1.515  -3.274  0.064
H  -5.172  -4.798  0.065
H  -6.835  -4.114  1.728
H  -6.464  -2.081  3.105
H  -2.795  -1.341  0.983
H  -3.423  3.474  5.201
H  -1.950  5.471  5.087
H  -0.521  5.829  3.129
H  0.667  4.892  1.269
H  -0.785  4.927  0.252
H  2.237  2.767  0.896
H  -0.206  0.928  -1.945
H  -1.925  2.179  1.380
N  3.041  -0.992  1.173
C  4.106  -0.120  1.698
C  5.429  -0.309  0.959
C  5.461  0.369  -0.409
N  4.595  -0.286  -1.395
H  2.230  -0.925  1.791
H  3.371  -1.960  1.218
H  4.280  -0.339  2.760
H  3.771  0.919  1.621
H  5.656  -1.375  0.854
H  6.222  0.131  1.565
H  6.501  0.351  -0.763
H  5.162  1.418  -0.330
H  4.900  -1.256  -1.527
H  4.710  0.194  -2.291
N  2.214  -0.982  -8.683
C  2.200  -0.881  -7.549
C  2.166  -0.771  -6.128
C  2.037  -1.922  -5.347
C  2.003  -1.773  -3.969
N  2.096  -0.584  -3.375
C  2.222  0.515  -4.121
C  2.254  0.476  -5.507
H  1.976  -2.903  -5.796
H  1.898  -2.644  -3.330
H  2.298  1.463  -3.601
H  2.355  1.385  -6.081

***

[3]
Formula: C9H25Al2BBr4F9MgN2O4
Source: OMol25
Level of theory: ωB97M-V with the def2-TZVPD basis set

## Properties
Charge ... +3
Kohn-Sham gap ... 1.2 eV
F_max ... 2.28 eV/A

Positions of all 57 atoms, in Å:
C  -2.945  1.958  0.678
C  -2.606  0.469  0.302
Br  -1.894  0.360  -1.508
C  -1.730  -0.275  1.423
Br  -2.056  -2.237  1.155
C  -0.224  -0.033  1.352
C  0.662  -0.978  2.211
N  1.974  -0.414  1.863
C  1.882  0.846  1.716
C  0.380  1.278  1.932
O  0.087  2.453  1.233
H  -2.817  2.581  -0.208
H  -2.373  2.309  1.543
H  -4.025  2.034  0.929
H  -3.620  -0.070  0.262
H  -2.179  -0.033  2.432
H  0.210  -0.153  0.351
H  0.572  -0.687  3.277
H  0.513  -2.054  2.131
H  2.851  -0.940  1.751
H  2.692  1.538  1.475
H  0.312  1.347  3.036
H  0.693  3.143  1.545
B  1.731  -1.974  5.655
F  2.550  -0.842  5.770
F  1.870  -2.795  6.748
F  0.365  -1.551  5.516
F  2.077  -2.662  4.446
Mg  -4.131  -0.349  2.269
O  3.837  -1.150  -1.093
H  3.348  -0.782  -0.355
H  3.366  -1.970  -1.305
O  3.544  -3.068  1.740
H  3.433  -3.061  2.726
Br  -4.732  4.878  1.279
C  -5.058  5.441  -0.568
C  -6.352  4.929  -1.150
Br  -6.307  3.052  -1.751
H  -4.177  5.163  -1.138
H  -5.121  6.527  -0.504
H  -6.593  5.479  -2.058
H  -7.184  4.997  -0.454
F  6.546  -0.986  -3.357
Al  5.764  -2.433  -3.821
F  6.352  -2.961  -5.337
F  4.024  -2.127  -3.998
F  6.006  -3.635  -2.631
O  1.225  -2.576  -1.530
H  0.965  -1.655  -1.620
H  0.478  -3.072  -1.884
F  2.875  -4.714  3.758
N  2.101  -1.971  -6.537
H  1.391  -2.651  -6.269
H  2.680  -2.362  -7.286
H  1.656  -1.114  -6.863
H  2.712  -1.764  -5.715
Al  -7.603  1.315  -3.563

***

[4]
Formula: CH3IN2O
Source: OMol25
Level of theory: ωB97M-V with the def2-TZVPD basis set

## Properties
SMILES ... CO/N=N/I
Relative energy (zero: lowest compared OMol25 entry of this formula, charge and spin) ... 62.8 kcal/mol
Kohn-Sham gap ... 9.1 eV
F_max ... 2.68 eV/A

Positions of all 8 atoms, in Å:
C  0.231  0.009  0.105
N  -0.731  1.683  1.388
N  -0.636  2.457  2.342
O  0.298  0.785  1.324
I  -2.162  3.802  2.673
H  0.613  -1.041  0.117
H  0.769  0.306  -0.776
H  -0.803  -0.006  -0.356

***

[5]
Formula: C22H40GeN4O3S3Si3Tc
Source: OMol25
Level of theory: ωB97M-V with the def2-TZVPD basis set

## Properties
⟨S²⟩ ... 2.04
Spin multiplicity ... 3
Relative energy (zero: lowest compared OMol25 entry of this formula, charge and spin) ... 0.0 kcal/mol
Charge ... +3
Kohn-Sham gap (alpha / beta) ... 6.5 / 6.5 eV
F_max ... 0.72 eV/A

Positions of all 77 atoms, in Å:
Tc  -0.729  1.772  -0.241
N  1.895  3.848  0.594
C  1.237  4.145  -0.535
N  0.248  3.397  -1.020
C  -0.274  3.954  -2.198
C  0.359  5.058  -2.624
S  1.629  5.488  -1.530
C  -1.487  3.296  -2.664
C  -2.364  3.618  -3.630
S  -3.744  2.573  -3.571
C  -3.071  1.742  -2.229
N  -1.876  2.203  -1.872
N  -3.659  0.686  -1.635
H  1.449  3.225  1.253
H  2.523  4.528  0.994
H  0.152  5.669  -3.487
H  -2.314  4.416  -4.352
H  -4.638  0.520  -1.815
H  -3.346  0.446  -0.702
C  0.424  0.248  -4.538
Si  -0.078  -1.501  -4.374
C  1.151  -2.835  -4.495
C  -1.841  -1.868  -4.098
Ge  0.767  -0.222  -0.260
Si  0.146  -2.557  0.305
C  0.744  -2.647  2.072
C  1.106  -3.761  -0.755
C  -1.692  -2.816  0.092
Si  3.169  0.354  -0.260
C  4.007  -1.268  -0.645
C  3.578  0.974  1.454
C  3.431  1.594  -1.642
H  -0.135  0.712  -5.358
H  1.491  0.359  -4.730
H  0.157  0.802  -3.629
H  0.924  -3.437  -5.385
H  1.075  -3.515  -3.644
H  2.171  -2.462  -4.582
H  -2.423  -1.499  -4.951
H  -2.206  -1.331  -3.214
H  -2.032  -2.934  -3.980
H  1.799  -2.930  2.094
H  0.180  -3.443  2.566
H  0.626  -1.740  2.661
H  2.072  -3.393  -1.102
H  0.521  -4.109  -1.607
H  1.310  -4.643  -0.141
H  -2.272  -1.910  0.258
H  -2.042  -3.570  0.803
H  -1.915  -3.196  -0.908
H  3.753  -2.038  0.086
H  5.093  -1.141  -0.612
H  3.755  -1.637  -1.642
H  4.071  0.185  2.026
H  2.711  1.294  2.029
H  4.271  1.814  1.378
H  3.774  1.091  -2.548
H  4.202  2.317  -1.367
H  2.527  2.154  -1.887
C  -2.240  -1.588  7.395
C  -1.972  -0.949  6.068
C  -2.518  -1.488  4.899
C  -2.278  -0.915  3.667
C  -1.480  0.228  3.617
C  -0.930  0.804  4.764
C  -1.187  0.205  5.980
S  -1.085  0.914  2.104
O  0.335  0.524  1.668
O  -1.092  2.376  2.093
O  -1.964  0.399  1.007
H  -2.290  -2.672  7.308
H  -3.204  -1.246  7.781
H  -1.478  -1.326  8.125
H  -3.147  -2.366  4.963
H  -2.715  -1.328  2.768
H  -0.332  1.703  4.706
H  -0.782  0.643  6.883

***

[6]
Formula: C43H38F5MoN4O4PS3
Source: OMol25
Level of theory: ωB97M-V with the def2-TZVPD basis set

## Properties
⟨S²⟩ ... 3.83
Spin multiplicity ... 4
Relative energy (zero: lowest compared OMol25 entry of this formula, charge and spin) ... 0.0 kcal/mol
Charge ... -1
Kohn-Sham gap (alpha / beta) ... 6.0 / 5.6 eV
F_max ... 4.46 eV/A

Positions of all 99 atoms, in Å:
Mo  -0.866  0.206  -0.033
C  -3.341  -0.613  -3.447
C  -2.498  -0.085  -2.359
N  -2.305  -0.759  -1.134
N  -2.795  -1.985  -1.073
C  -3.326  -2.459  0.048
O  -3.429  -1.893  1.134
C  -4.124  -3.726  -0.142
C  -4.039  -4.439  -1.340
C  -4.761  -5.646  -1.490
C  -5.609  -6.068  -0.442
C  -5.700  -5.331  0.722
C  -4.948  -4.172  0.896
C  -1.625  1.024  -2.587
C  -1.712  2.017  -3.626
C  -0.657  2.867  -3.809
C  0.462  2.775  -2.989
C  0.554  1.851  -2.000
N  -0.524  1.016  -1.784
H  -3.684  -1.598  -3.145
H  -2.807  -0.702  -4.416
H  -4.226  -0.010  -3.623
H  -3.436  -4.108  -2.165
H  -4.632  -6.186  -2.406
H  -6.146  -7.004  -0.618
H  -6.460  -5.616  1.468
H  -4.904  -3.645  1.883
H  -2.564  2.074  -4.337
H  -0.773  3.699  -4.529
H  1.343  3.427  -3.061
H  1.410  1.628  -1.391
C  -3.386  3.307  4.180
C  -4.015  4.084  3.030
O  -4.414  3.205  1.928
P  -3.524  2.855  0.649
S  -4.474  1.798  -0.615
S  -1.876  1.879  1.393
O  -3.083  4.338  0.154
C  -3.517  4.896  -1.120
C  -2.454  5.835  -1.587
H  -3.442  3.917  5.096
H  -2.329  3.146  3.981
H  -3.859  2.319  4.288
H  -3.378  4.845  2.624
H  -4.987  4.517  3.333
H  -4.509  5.318  -0.917
H  -3.780  4.092  -1.828
H  -2.365  6.711  -0.871
H  -2.708  6.251  -2.585
H  -1.496  5.309  -1.619
F  -2.766  -1.137  6.795
C  -2.111  -0.766  5.698
C  -1.888  -1.653  4.656
F  -2.455  -2.893  4.604
C  -0.989  -1.305  3.650
F  -0.695  -2.282  2.740
C  -0.405  -0.004  3.569
S  0.572  0.560  2.279
C  -0.678  0.848  4.661
F  -0.224  2.126  4.604
C  -1.483  0.479  5.721
F  -1.660  1.337  6.761
N  0.642  -9.351  0.048
C  0.809  -8.212  0.128
C  0.937  -6.772  0.091
C  0.806  -6.090  -1.150
C  0.858  -4.691  -1.220
C  0.900  -3.959  -0.014
C  1.229  -4.660  1.202
C  1.195  -6.009  1.262
C  0.437  -2.630  -0.035
C  0.032  -1.462  0.102
H  0.670  -6.717  -2.030
H  0.837  -4.112  -2.107
H  1.316  -4.024  2.074
H  1.404  -6.543  2.203
C  9.504  3.250  -1.942
C  8.117  2.732  -1.602
C  7.162  2.250  -2.507
C  6.023  1.611  -2.025
C  5.181  0.947  -3.125
C  5.655  1.582  -0.666
C  4.355  1.079  -0.302
O  3.620  1.528  0.560
C  6.650  2.017  0.257
C  6.523  1.820  1.727
C  7.830  2.540  -0.235
H  9.506  4.148  -2.598
H  10.122  2.548  -2.476
H  9.941  3.512  -0.942
H  7.287  2.353  -3.600
H  5.727  1.131  -4.073
H  4.201  1.428  -3.236
H  5.015  -0.159  -3.050
H  4.016  0.250  -0.969
H  7.035  0.875  2.053
H  5.449  1.733  1.996
H  6.962  2.669  2.244
H  8.548  2.916  0.503

***

[7]
Formula: C23H59N7O4P3
Source: OMol25
Level of theory: ωB97M-V with the def2-TZVPD basis set

## Properties
⟨S²⟩ ... 0.75
Spin multiplicity ... 2
Kohn-Sham gap (alpha / beta) ... 8.8 / 8.6 eV
F_max ... 5.94 eV/A

Positions of all 96 atoms, in Å:
C  -1.560  2.344  5.324
C  -2.111  1.494  4.173
C  -3.471  1.985  3.625
P  -4.012  0.799  2.338
O  -4.993  1.372  1.382
C  -4.517  1.929  4.777
C  -5.442  3.158  4.927
C  -5.875  3.202  6.415
C  -6.724  2.907  4.122
N  -4.784  4.445  4.642
O  -4.092  4.892  5.623
C  -4.122  4.563  3.324
C  -3.147  5.760  3.425
C  -5.109  4.972  2.197
C  -3.251  3.353  2.913
H  -1.674  3.410  5.120
H  -0.498  2.147  5.456
H  -2.091  2.152  6.254
H  -2.205  0.463  4.536
H  -1.353  1.461  3.386
H  -2.872  0.258  1.700
H  -4.653  -0.269  3.007
H  -4.069  1.669  5.732
H  -5.188  1.097  4.551
H  -6.618  2.420  6.569
H  -5.027  2.989  7.059
H  -6.299  4.177  6.640
H  -7.436  3.721  4.271
H  -7.199  2.017  4.530
H  -6.548  2.743  3.059
H  -2.248  5.503  3.981
H  -2.815  5.962  2.403
H  -3.634  6.635  3.844
H  -5.004  6.040  2.007
H  -6.150  4.817  2.469
H  -4.893  4.464  1.261
H  -2.208  3.626  3.059
H  -3.348  3.183  1.841
O  0.738  -1.090  1.890
P  0.187  -2.217  1.057
N  0.912  -3.553  1.853
C  2.039  -4.364  1.464
C  0.428  -3.824  3.194
N  0.877  -1.741  -0.448
C  1.721  -2.576  -1.276
C  1.318  -0.354  -0.557
N  -0.967  -3.175  0.269
C  -1.032  -4.622  0.229
C  -1.796  -2.531  -0.751
H  1.756  -5.424  1.371
H  2.848  -4.300  2.200
H  2.470  -4.077  0.510
H  -0.601  -4.216  3.183
H  0.435  -2.920  3.812
H  1.049  -4.565  3.695
H  2.760  -2.582  -0.923
H  1.731  -2.201  -2.304
H  1.350  -3.599  -1.350
H  2.299  -0.195  -0.090
H  0.606  0.324  -0.096
H  1.389  -0.075  -1.613
H  -0.271  -5.042  -0.435
H  -2.009  -4.943  -0.140
H  -0.932  -5.072  1.214
H  -1.354  -2.639  -1.745
H  -1.913  -1.468  -0.546
H  -2.800  -2.962  -0.770
O  3.309  -2.744  -5.225
P  4.562  -1.987  -5.557
N  4.830  -1.131  -4.100
C  4.620  0.262  -3.787
C  5.174  -1.948  -2.949
N  3.958  -1.074  -6.888
C  4.042  0.364  -7.011
C  2.713  -1.542  -7.492
N  6.156  -1.835  -6.101
C  7.213  -1.041  -5.508
C  6.445  -2.260  -7.470
H  5.555  0.744  -3.464
H  3.889  0.382  -2.980
H  4.248  0.842  -4.625
H  6.182  -2.377  -3.043
H  4.466  -2.774  -2.833
H  5.156  -1.372  -2.025
H  3.252  0.874  -6.445
H  3.928  0.655  -8.060
H  5.017  0.748  -6.705
H  1.833  -1.231  -6.917
H  2.701  -2.624  -7.578
H  2.624  -1.140  -8.505
H  7.075  0.027  -5.701
H  8.179  -1.332  -5.926
H  7.301  -1.199  -4.436
H  6.364  -1.423  -8.169
H  5.756  -3.039  -7.791
H  7.452  -2.677  -7.545